The following is a quantum chemistry calculation of C20H25N3O7S in the gas phase, from the OMol25 dataset.

Structure (ORCA input):
```
! RIJCOSX wB97M-V def2-TZVPD def2/J DEFGRID3
* xyz 0 1
C -5.9324 -3.0025 -1.4126
H -6.0176 -3.3406 -0.3749
O -5.7164 -1.6141 -1.4886
C -4.6014 -1.0972 -0.9210
C -3.6258 -1.8270 -0.2583
C -2.5135 -1.2046 0.2847
C -2.3565 0.1714 0.1760
C -3.3459 0.9168 -0.4799
C -4.4553 0.3094 -1.0282
O -5.4551 0.9514 -1.6848
C -5.3816 2.3534 -1.7970
H -6.2817 2.6497 -2.3332
H -5.3663 2.8345 -0.8145
H -4.4999 2.6653 -2.3654
H -3.1962 1.9817 -0.5333
C -1.2063 0.8848 0.7303
N -1.3366 2.1708 0.9158
S -0.0257 3.0415 1.2343
O -0.3377 4.2243 1.9609
O 0.7868 3.1716 0.0571
N 0.8812 2.0205 2.2840
C 0.9561 0.7492 1.8495
C -0.0197 0.1839 1.0818
H 0.1177 -0.8375 0.7718
C 2.1299 -0.1123 2.2574
O 2.0412 -0.9515 3.1302
N 3.2698 0.1442 1.5821
C 3.3876 1.0600 0.4655
C 3.9248 0.3275 -0.7735
H 5.0122 0.3829 -0.8348
H 3.5117 0.7769 -1.6756
C 3.5464 -1.1657 -0.7067
C 4.2165 -1.8210 0.5092
C 4.3538 -0.8132 1.6592
H 4.2921 -1.3209 2.6222
H 5.2980 -0.2670 1.5963
H 5.1877 -2.2026 0.1979
H 3.5895 -2.6581 0.8148
O 3.9387 -1.8374 -1.8863
C 2.8622 -1.7735 -2.8000
H 2.7413 -2.7643 -3.2433
C 1.6489 -1.3508 -1.9424
H 1.2777 -0.3584 -2.2265
O 2.1477 -1.3381 -0.6243
H 0.8269 -2.0673 -1.9829
H 3.0725 -1.0453 -3.5914
H 2.4204 1.5138 0.2444
H 4.0833 1.8629 0.7410
C 1.7627 2.5962 3.2623
H 1.2964 3.5291 3.5751
H 1.8711 1.9240 4.1138
H 2.7473 2.8134 2.8393
H -1.7908 -1.8025 0.8154
H -3.7265 -2.8954 -0.1524
H -5.1359 -3.5622 -1.9135
H -6.8753 -3.1801 -1.9272
*
```

## Properties
ΔE to the lowest compared entry with this formula, charge and spin: 2.218 eV
HOMO-LUMO gap: 7.985 eV
LUMO energy: -0.312 eV
E_HOMO: -0.305 hartree
Molar mass: 451.501 g mol⁻¹



The following is a quantum chemistry calculation of a molecular structure, C21H21F3IN2O2SiTi, from the OMol25 dataset.

Structure (ORCA input):
```
! RIJCOSX wB97M-V def2-TZVPD def2/J DEFGRID3
* xyz -1 1
Ti 0.6883 -0.2259 0.7217
C -1.7217 -3.1547 -0.2247
C -2.2360 -1.7515 -0.1505
C -3.5274 -1.4200 -0.5268
C -3.9337 -0.0897 -0.4441
C -3.0692 0.8829 0.0027
C -1.7732 0.4906 0.3783
N -1.4072 -0.8118 0.3082
N -0.7338 1.2501 0.7933
Si -0.8572 2.7615 1.6405
C 0.7839 3.1551 2.4557
C -1.2710 4.1664 0.4563
C -2.2006 2.6270 2.9473
H -2.5422 -3.8568 -0.3714
H -1.1747 -3.4057 0.6820
H -1.0197 -3.2527 -1.0562
H -4.2031 -2.1888 -0.8747
H -4.9401 0.1811 -0.7416
H -3.3567 1.9245 0.0473
H 1.4237 3.7549 1.8052
H 1.3233 2.2515 2.7404
H 0.6079 3.7265 3.3711
H -0.5565 4.1656 -0.3709
H -1.1965 5.1329 0.9633
H -2.2767 4.0901 0.0353
H -1.9408 1.8325 3.6510
H -3.1768 2.3931 2.5160
H -2.2915 3.5640 3.5043
I 0.4026 -0.8165 3.4620
C 1.3168 -2.2175 0.4141
C 1.6639 -3.4434 0.9204
C 2.0946 -4.4599 0.0287
C 2.1642 -4.2708 -1.3332
C 1.8086 -3.0224 -1.8961
C 1.7548 -2.6563 -3.2639
C 1.3145 -1.4058 -3.6246
C 0.9064 -0.4290 -2.6749
C 0.9614 -0.7337 -1.3394
C 1.4072 -2.0276 -0.9790
H 1.6100 -3.6546 1.9835
H 2.3735 -5.4267 0.4357
H 2.4870 -5.0842 -1.9758
H 2.0509 -3.3689 -4.0277
H 1.2762 -1.1529 -4.6793
H 0.5670 0.5368 -3.0341
F 3.4312 2.5713 -1.9178
C 2.7207 2.6280 -0.7873
F 1.4292 2.5181 -1.1045
F 2.8965 3.8590 -0.2687
C 3.2236 1.5435 0.2216
O 4.4011 1.5466 0.4573
O 2.3173 0.7744 0.7241
*
```

## Properties
HOMO-LUMO gap: 7.628 eV
LUMO energy: 2.539 eV
E_HOMO: -0.187 hartree
Molar mass: 593.262 g mol⁻¹



The following is a quantum chemistry calculation of a molecular structure, C10H38B2KO5S5Sn, from the OMol25 dataset.

Structure (ORCA input):
```
! RIJCOSX wB97M-V def2-TZVPD def2/J DEFGRID3
* xyz 1 1
Sn -0.0180 -2.6763 -3.4116
K -3.2580 -1.7227 -0.1932
B -0.7480 -0.7029 -0.9889
H -1.4989 -0.1344 -1.5154
H 0.2354 -0.5489 -1.4052
H -0.7284 -0.3498 0.0305
H -0.9639 -1.7591 -1.0337
B -2.4961 -3.9327 -1.9207
H -1.6461 -3.8443 -1.2620
H -3.3977 -4.2068 -1.3951
H -2.6862 -2.9957 -2.4208
H -2.2984 -4.6918 -2.6616
C -2.2053 1.8480 -4.2313
S -3.1028 3.1966 -3.2697
O -4.5600 3.1211 -3.8133
C -2.9736 2.4177 -1.5973
H -1.1607 2.0907 -4.0365
H -2.2312 2.0854 -5.2948
H -2.5906 0.8618 -3.9723
H -1.9637 2.1903 -1.2560
H -3.5932 1.5215 -1.6297
H -3.2896 3.1008 -0.8089
C -1.1164 0.9085 2.5810
S -2.7602 1.2812 1.8775
O -3.4495 -0.1007 1.9781
C -3.1927 2.1227 3.4452
H -0.5207 1.7531 2.9273
H -0.4517 0.3251 1.9439
H -1.2176 0.2765 3.4633
H -3.0670 1.4037 4.2547
H -4.2121 2.5065 3.4867
H -2.5378 2.9856 3.5660
C 0.3475 -2.7365 1.2051
S 0.9577 -3.6934 2.6496
O 2.3648 -4.1367 2.3381
C 1.0739 -2.2025 3.8253
H -0.6381 -2.3205 1.4142
H 0.4075 -3.2667 0.2546
H 0.8800 -1.7868 1.2560
H 1.5042 -1.3927 3.2361
H 1.5787 -2.3189 4.7843
H 0.0440 -1.8801 3.9779
C 4.5742 -0.1442 -1.7335
S 3.3345 -1.1674 -0.9191
O 2.5072 -1.9760 -1.9713
C 4.4866 -2.3845 -0.1311
H 4.0930 0.5823 -2.3883
H 5.2125 -0.6649 -2.4473
H 5.1080 0.2767 -0.8815
H 5.0749 -2.8137 -0.9422
H 3.8216 -3.1873 0.1872
H 5.0901 -2.0573 0.7156
C 0.7798 2.4905 -0.4376
S 2.4281 2.2060 0.4315
O 3.4698 2.4249 -0.6503
C 2.4796 3.7355 1.4778
H 0.6161 1.6555 -1.1189
H 0.6625 3.4208 -0.9934
H 0.0011 2.5980 0.3176
H 1.6786 3.9229 2.1930
H 2.3923 4.6044 0.8255
H 3.3703 3.8816 2.0888
*
```

## Properties
HOMO-LUMO gap: 4.818 eV
LUMO energy: -6.276 eV
E_HOMO: -0.408 hartree
Molar mass: 578.177 g mol⁻¹



The following is a quantum chemistry calculation of C4H10O3 in the gas phase, from the OMol25 dataset.

Structure (ORCA input):
```
! RIJCOSX wB97M-V def2-TZVPD def2/J DEFGRID3
* xyz 0 1
C 2.7703 0.0742 -0.1954
O 1.5456 0.3006 0.4630
C 0.3875 0.0612 -0.2980
C -0.7542 -0.1766 0.6538
O -1.1851 1.0061 1.3253
C -1.8632 -0.6463 -0.2914
O -3.1224 -0.2245 0.1243
H 3.5832 0.0943 0.5398
H 2.9370 0.8676 -0.9260
H 2.8034 -0.9017 -0.7065
H -0.1071 0.7811 -1.0655
H 0.5431 -0.8176 -0.9389
H -0.4641 -0.9008 1.4230
H -0.6947 1.7619 0.9797
H -1.8599 -1.7483 -0.3441
H -1.5799 -0.1551 -1.3087
H -2.9395 0.6239 0.5655
*
```

## Properties
ΔE to the lowest compared entry with this formula, charge and spin: 2.237 eV
HOMO-LUMO gap: 10.583 eV
LUMO energy: 0.788 eV
E_HOMO: -0.360 hartree
Molar mass: 106.121 g mol⁻¹



The following is a quantum chemistry calculation of a molecular structure, C30H29Cl2FeN6O4S, from the OMol25 dataset.

Structure (ORCA input):
```
! RIJCOSX wB97M-V def2-TZVPD def2/J DEFGRID3
* xyz -1 5
Fe -1.4534 0.9263 0.6261
N -1.2903 2.2117 4.9272
C -1.6629 1.7667 3.6714
S -1.2414 2.7757 2.3289
N -2.3125 0.6368 3.6508
N -2.7452 0.3289 2.3810
C -3.5665 -0.6438 2.2831
C -4.2739 -0.9407 1.0472
C -5.1517 -2.0270 1.0289
C -5.9473 -2.3156 -0.0630
C -5.8930 -1.4614 -1.1667
C -5.0430 -0.3773 -1.1783
C -4.1780 -0.0827 -0.0931
O -3.3601 0.9149 -0.1730
H -0.4944 2.8262 4.9375
H -1.3207 1.5032 5.6444
H -3.8211 -1.2202 3.1764
H -5.1991 -2.6594 1.9104
H -6.6095 -3.1712 -0.0554
H -6.5257 -1.6540 -2.0271
H -4.9959 0.2897 -2.0317
Cl 0.9262 1.0694 -2.7888
C 0.5527 2.6254 -2.0397
Cl -1.0721 2.7332 -1.3244
H 0.5977 3.3741 -2.8216
H 1.2674 2.8005 -1.2448
C 4.7460 2.2064 -3.7147
C 4.4240 2.2722 -2.2434
C 4.2557 3.5120 -1.6373
C 3.9158 3.5981 -0.2933
C 3.7674 2.4526 0.4627
C 3.9521 1.2031 -0.1293
N 3.9023 0.0223 0.6292
C 3.4633 -0.0315 1.9686
C 4.3843 -0.4044 2.9512
C 4.0279 -0.4549 4.2864
C 2.7355 -0.1137 4.6662
C 1.8047 0.2005 3.6917
C 2.1428 0.2245 2.3394
C 0.9847 0.3550 1.3783
O 0.0153 -0.4223 1.6090
O 0.9771 1.1939 0.4555
C 4.2628 1.1045 -1.4905
C 4.3968 -0.2629 -2.1025
H 4.8964 3.2092 -4.1141
H 3.9311 1.7425 -4.2763
H 5.6505 1.6264 -3.9092
H 4.3792 4.4134 -2.2265
H 3.7726 4.5661 0.1705
H 3.4975 2.5141 1.5071
H 4.6359 -0.6322 0.4133
H 5.4006 -0.6340 2.6494
H 4.7614 -0.7453 5.0283
H 2.4471 -0.1281 5.7094
H 0.7700 0.3821 3.9563
H 3.5979 -0.9129 -1.7405
H 5.3495 -0.7386 -1.8408
H 4.3417 -0.2279 -3.1878
N -4.0650 -4.1039 -3.8382
C -3.5360 -4.2383 -2.5899
O -3.6605 -5.2683 -1.9568
C -2.8013 -3.0468 -2.0397
C -2.2597 -3.1470 -0.7725
C -1.5876 -2.0567 -0.2366
N -1.4344 -0.9027 -0.8869
C -1.9694 -0.8067 -2.1049
C -2.6484 -1.8413 -2.7177
H -4.4945 -4.9173 -4.2416
H -3.8666 -3.3169 -4.4242
H -2.3790 -4.0617 -0.2101
H -1.1440 -2.0941 0.7492
H -1.8697 0.1474 -2.5996
H -3.0601 -1.6653 -3.7027
*
```

## Properties
ΔE to the lowest compared entry with this formula, charge and spin: 0.522 eV
HOMO-LUMO gap (spin up / spin down): 6.596 / 6.697 eV
LUMO energy (spin up / spin down): 2.409 / 2.402 eV
E_HOMO (spin up / spin down): -0.154 / -0.158 hartree
Molar mass: 696.418 g mol⁻¹



The following is a quantum chemistry calculation of a molecular structure, C37H37IIrN6O2P, from the OMol25 dataset.

Structure (ORCA input):
```
! RIJCOSX wB97M-V def2-TZVPD def2/J DEFGRID3
* xyz 2 1
Ir 0.2508 -0.3518 -0.2949
C 0.5404 -0.8538 -5.0010
C -0.4270 -1.7029 -4.2311
N -1.3429 -2.3580 -4.8985
C -2.2085 -3.1702 -4.2601
C -2.1601 -3.3910 -2.9129
C -3.0933 -4.3544 -2.2305
O -3.7056 -3.7696 -1.0749
C -1.1994 -2.6723 -2.1580
C -1.0060 -3.0174 -0.7851
N -0.4271 -2.2908 0.1138
C -0.0935 -2.9415 1.3510
C -0.9221 -3.8780 1.9538
C -0.5401 -4.4776 3.1436
C 0.6652 -4.1559 3.7493
C 1.5205 -3.2466 3.1457
C 1.1253 -2.6667 1.9560
I 2.3998 -1.4176 0.8803
C -0.3231 -1.7865 -2.8029
O 0.6103 -1.0806 -2.2137
H 0.4743 -1.1119 -6.0542
H 1.5598 -1.0035 -4.6454
H 0.3087 0.2091 -4.8968
H -2.9378 -3.6721 -4.8849
H -2.5462 -5.2342 -1.8809
H -3.8394 -4.7105 -2.9407
H -4.5879 -3.4678 -1.3105
H -1.2796 -4.0259 -0.4925
H -1.8804 -4.1188 1.5115
H -1.2006 -5.1981 3.6066
H 0.9475 -4.6185 4.6850
H 2.4808 -3.0149 3.5858
N -2.3505 0.7931 0.8067
P -0.9027 0.3712 1.6041
C -0.2372 1.8177 2.4422
C -1.0608 2.6009 3.2558
C -0.5477 3.7143 3.8954
C 0.7931 4.0493 3.7361
C 1.6160 3.2749 2.9333
C 1.1010 2.1630 2.2806
C -1.6849 -0.5793 2.9313
C -2.8814 -1.2606 2.6895
C -3.5662 -1.8535 3.7362
C -3.0507 -1.7973 5.0247
C -1.8454 -1.1545 5.2646
C -1.1631 -0.5418 4.2231
C -2.4090 0.9885 -0.5468
C -3.5452 1.4639 -1.1995
C -3.4640 1.7329 -2.5464
C -2.2502 1.5605 -3.2138
C -1.1849 1.0576 -2.5159
N -1.2727 0.7345 -1.2093
H -3.1938 0.9397 1.3413
H -2.1040 2.3405 3.3946
H -1.1869 4.3186 4.5245
H 1.1945 4.9155 4.2449
H 2.6595 3.5365 2.8161
H 1.7430 1.5564 1.6556
H -3.2883 -1.3195 1.6865
H -4.5024 -2.3623 3.5470
H -3.5927 -2.2514 5.8437
H -1.4445 -1.1076 6.2682
H -0.2393 -0.0144 4.4254
H -4.4528 1.6349 -0.6378
H -4.3332 2.0963 -3.0779
H -2.1425 1.8006 -4.2611
H -0.2302 0.8693 -2.9797
N 1.4004 1.2330 -0.8620
C 2.2350 1.9443 -1.2341
N 3.1479 2.7525 -1.6558
C 3.5179 3.9720 -0.9041
C 5.0228 3.9941 -0.6885
C 5.7613 3.8470 -2.0183
C 5.3363 2.5688 -2.7398
C 3.8312 2.5425 -2.9530
H 2.9583 3.9832 0.0302
H 3.2017 4.8301 -1.5032
H 5.3027 3.1782 -0.0158
H 5.2913 4.9293 -0.1960
H 6.8371 3.8382 -1.8481
H 5.5477 4.7134 -2.6519
H 5.6319 1.6941 -2.1537
H 5.8266 2.4893 -3.7105
H 3.4865 1.5992 -3.3738
H 3.5206 3.3529 -3.6178
*
```

## Properties
ΔE to the lowest compared entry with this formula, charge and spin: 1.088 eV
HOMO-LUMO gap: 7.248 eV
LUMO energy: -5.626 eV
E_HOMO: -0.473 hartree
Molar mass: 947.838 g mol⁻¹



The following is a quantum chemistry calculation of 2 unconnected molecules or ions with the total composition C3H10N2, from the OMol25 dataset.

Structure (ORCA input):
```
! RIJCOSX wB97M-V def2-TZVPD def2/J DEFGRID3
* xyz 0 1
C -0.2422 0.3247 1.9140
C 1.1464 -0.2622 1.6829
H -0.2722 1.4002 2.0949
H -0.9146 0.1706 1.0548
H -0.7654 -0.1182 2.7712
H 1.6515 0.2208 0.8507
H 1.1077 -1.3454 1.5905
H 1.7225 0.0333 2.5724
N -1.1496 0.7675 -1.9506
C -0.1676 -0.1779 -2.0963
N -0.3412 -1.2869 -2.7034
H -1.0810 1.4084 -1.1829
H -2.0992 0.4759 -2.1379
H 0.8181 0.1021 -1.7169
H 0.5866 -1.7130 -2.7433
*
```

## Properties
ΔE to the lowest compared entry with this formula, charge and spin: 0.330 eV
HOMO-LUMO gap: 10.377 eV
LUMO energy: 0.938 eV
E_HOMO: -0.347 hartree
Molar mass: 74.127 g mol⁻¹



The following is a quantum chemistry calculation of C5H8S in the gas phase, from the OMol25 dataset.

Structure (ORCA input):
```
! RIJCOSX wB97M-V def2-TZVPD def2/J DEFGRID3
* xyz 0 1
C 1.6830 0.1361 -0.1906
C 0.5379 1.0213 0.2538
C -0.6982 0.3723 -0.4008
C -1.8240 -0.4822 -0.1467
C -0.6571 -1.0185 0.3872
H 1.9587 0.3839 -1.1619
H 2.5654 0.2488 0.5106
H 0.4426 1.9831 -0.2370
H 0.7898 1.0064 1.3817
H -0.3614 -0.0043 -1.3587
H -2.5129 -0.2162 0.5674
H -2.0892 -1.1129 -1.0408
H -0.7762 -0.7999 1.5023
S 0.9416 -1.5178 -0.0666
*
```

## Properties
ΔE to the lowest compared entry with this formula, charge and spin: 4.302 eV
HOMO-LUMO gap: 9.506 eV
LUMO energy: 1.061 eV
E_HOMO: -0.310 hartree
Molar mass: 100.186 g mol⁻¹



no.,strongest force on any atom (eV/Å)
1,1.25
2,0.54
3,4.93
4,2.24
5,0.74
6,0.88
7,1.45
8,5.24